# 1
# C9H20ClNOV

A structure of composition C9H20ClNOV in a non-equilibrium geometry (ωB97M-V/def2-TZVPD, OMol25).

Structure (XYZ):
```
33
Properties=species:S:1:pos:R:3:lowdin_spin:R:1
V 5.07 -3.04 3.55 1.2097
Cl 2.70 -3.19 3.61 0.0139
O 5.54 -2.73 4.98 -0.2236
N -0.06 -0.33 -0.83 0.0000
C -2.07 3.76 0.11 0.0000
C -0.41 -1.46 0.11 0.0000
C 1.90 -1.75 -0.59 0.0000
C 1.47 -0.30 -0.77 0.0000
C -0.46 1.06 -0.42 0.0000
C 0.83 -2.29 0.39 0.0000
C -1.98 1.25 -0.44 0.0000
C -2.37 2.34 0.56 0.0000
C -0.45 -0.60 -2.27 0.0000
H 1.74 0.25 0.13 0.0000
H 1.78 -2.37 -1.47 0.0000
H 0.09 -1.50 -2.55 0.0000
H 0.10 1.79 -1.00 0.0000
H -2.42 0.29 -0.17 0.0000
H -0.20 0.27 -2.86 0.0000
H -0.87 -0.96 0.96 0.0000
H -0.14 1.14 0.63 0.0000
H -3.41 2.22 0.89 0.0000
H -1.96 4.46 0.93 0.0000
H -1.53 -0.74 -2.22 0.0000
H -1.25 -2.07 -0.23 0.0000
H -1.22 3.84 -0.57 0.0000
H 0.72 -3.37 0.27 0.0000
H -2.91 4.17 -0.46 0.0000
H 1.15 -2.13 1.43 0.0000
H 2.88 -1.77 -0.12 0.0000
H 1.91 0.13 -1.66 0.0000
H -1.88 2.11 1.51 0.0000
H -2.31 1.50 -1.45 0.0000
```

The strongest force on any atom comes out at 3.5 eV/A. The net charge is +2. Its spin multiplicity is 2. The calculation puts the frontier orbital gap (alpha / beta) at 5.20 / 5.73 eV.



# 2
# C9H20F2N

A cluster of 2 separate species, C9H20F2N in total in a non-equilibrium geometry (ωB97M-V/def2-TZVPD, OMol25).

Structure (XYZ):
```
32
Properties=species:S:1:pos:R:3:mulliken_charge:R:1
F -1.00 1.03 -1.44 -0.2862
F -2.65 1.09 -0.03 -0.2199
N -1.72 0.18 -0.55 0.2232
C 1.48 0.54 1.29 0.7235
C 2.11 0.60 -0.02 0.2443
C -1.18 -1.76 -1.86 -1.2237
C -2.26 -0.91 -1.34 0.4988
C -0.99 0.75 2.02 -1.2687
C 3.60 0.31 -0.10 -1.4376
C 2.04 -0.35 2.23 -1.2443
C 0.34 1.39 1.55 -0.5098
C -3.11 -0.45 -2.50 -1.3760
H 0.21 2.04 0.55 0.3079
H 1.67 1.58 -0.56 0.3832
H 3.73 -0.78 -0.02 0.3787
H -0.28 -1.77 -1.20 0.2288
H 3.84 0.47 -1.09 0.4512
H -2.91 -1.41 -0.55 0.2832
H 4.21 0.86 0.62 0.3205
H 2.81 0.20 2.90 0.3402
H -3.97 0.11 -2.07 0.3500
H 2.57 -1.38 1.85 0.2981
H 1.36 -0.66 3.02 0.4236
H -0.88 0.26 2.96 0.4321
H 0.51 2.18 2.32 0.3825
H -1.32 -2.89 -1.91 0.3513
H -2.52 0.19 -3.13 0.3728
H -0.76 -1.33 -2.77 0.3153
H -3.50 -1.30 -3.08 0.3990
H 1.62 -0.31 -0.39 0.0334
H -1.33 0.03 1.29 0.3789
H -1.73 1.48 2.01 0.4456
```

The strongest force on any atom comes out at 4.7 eV/A. The net charge is +1. The calculation puts the frontier orbital gap at 8.15 eV.



# 3
# C9H20FNP

The ion C9H20FNP with charge +1 in a non-equilibrium geometry (ωB97M-V/def2-TZVPD, OMol25).

Structure (XYZ):
```
32
Properties=species:S:1:pos:R:3:mulliken_charge:R:1
P -4.63 -0.57 0.25 0.0340
F -2.60 -0.31 -1.54 -0.3745
N -0.43 0.36 0.25 -0.0857
C -2.97 0.20 -0.26 0.5704
C 2.11 -1.34 -0.75 -0.9122
C 0.69 -0.30 0.95 -0.2731
C 3.90 0.40 -0.92 -1.4843
C 1.06 -1.64 0.38 -0.8852
C -3.13 1.79 -0.41 -1.2651
C 1.95 0.55 0.74 -1.0020
C 2.44 0.17 -0.61 0.2872
C -1.76 -0.18 0.58 -1.4217
H -4.06 -1.78 0.29 0.0563
H 1.89 0.81 -1.26 0.3588
H 1.72 1.63 0.78 0.4380
H 2.71 0.30 1.46 0.3544
H -3.46 2.02 0.64 0.4129
H 1.50 -2.23 1.06 0.5260
H 3.01 -1.84 -0.65 0.4707
H -0.31 0.44 -0.74 0.4064
H -1.93 0.03 1.56 0.6764
H 4.45 -0.08 -0.16 0.4319
H -4.34 -0.18 1.59 0.0733
H 0.22 -0.29 1.88 0.6330
H -1.69 -1.29 0.53 0.4922
H 4.13 1.55 -0.81 0.3249
H 0.34 -2.37 -0.06 0.3369
H -3.95 2.01 -1.11 0.3814
H 3.93 -0.06 -1.97 0.3540
H 1.75 -1.47 -1.74 0.3510
H -0.28 1.27 0.72 0.4103
H -2.26 2.40 -0.65 0.3234
```

The strongest force on any atom comes out at 4.1 eV/A. The net charge is +1. The SMILES is C[C@H]1CC[C@H]([NH2+]C[C@@](C)(F)P)C1. The calculation puts the frontier orbital gap at 10.71 eV.



# 4
# C9H20GaO14S4

A structure of composition C9H20GaO14S4 (ωB97M-V/def2-TZVPD, OMol25).

Structure (XYZ):
```
48
Properties=species:S:1:pos:R:3:mulliken_charge:R:1
Ga 0.24 2.79 -0.73 0.3743
S -1.19 4.64 -0.78 -0.5396
S -6.61 4.04 3.76 1.0817
S 3.03 -0.17 -2.18 1.0116
S 5.05 -6.01 -2.71 1.1012
O 3.45 0.98 -1.46 -0.4705
O -6.27 4.66 5.19 -0.3262
O 4.29 -1.13 -2.47 -0.3518
O -7.96 4.35 3.46 -0.5648
O 2.31 -1.15 -1.14 -0.2483
O 6.44 -6.02 -2.98 -0.5653
O -5.62 4.97 2.92 -0.2683
O 4.23 -5.59 -4.01 -0.2688
O -1.10 2.25 1.90 -0.3398
O 2.28 -0.08 -3.38 -0.5328
O 4.54 -7.52 -2.65 -0.3199
O -6.13 2.71 3.67 -0.4824
O 4.53 -5.28 -1.61 -0.5009
O -2.07 0.51 0.86 -0.6376
C -3.39 1.99 2.25 -0.7292
C 4.31 -2.23 -1.56 0.0066
C -2.13 1.49 1.57 0.5199
C 3.63 -6.74 -4.64 -0.3055
C 0.16 2.08 1.19 -0.5202
C -5.18 6.08 3.71 -0.3336
C -5.11 5.51 5.11 -0.2953
C 2.85 -2.46 -1.24 -0.2515
C 3.38 -7.69 -3.48 -0.3185
H -3.42 1.61 3.27 0.2638
H -0.26 1.71 -1.80 -0.2483
H -5.19 6.27 5.89 0.2934
H 4.77 -3.09 -2.04 -0.0239
H -4.22 6.41 3.32 0.3238
H -1.76 4.36 -1.95 0.0396
H 3.32 -8.73 -3.77 0.3027
H 1.76 3.21 -1.00 -0.2811
H -3.37 3.08 2.28 0.1960
H -4.21 4.91 5.26 0.2843
H 2.70 -2.97 -0.29 0.2939
H -5.92 6.89 3.63 0.2872
H 4.34 -7.16 -5.36 0.2799
H -4.27 1.64 1.71 0.3347
H 2.49 -7.40 -2.91 0.2785
H 2.73 -6.42 -5.14 0.3052
H 2.35 -3.01 -2.04 0.2640
H 0.47 1.03 1.26 0.2962
H 4.89 -1.95 -0.67 0.2715
H 0.86 2.66 1.79 0.3144
```

The strongest force on any atom comes out at 0.4 eV/A. The net charge is -1. The calculation puts the frontier orbital gap at 5.71 eV.